# 1
A gas-phase ion, C7H17NP (charge +1) at a distorted geometry. Source: the OMol25 dataset; level of theory: ωB97M-V with the def2-TZVPD basis set.

The total energy comes out at -18302.28401 eV. The HOMO-LUMO gap (spin up / spin down) is 6.3 / 6.3 eV. The calculation puts the HOMO energy (spin up / spin down) at -0.4649 / -0.4649 Ha. Its energy relative to the best compared isomer or geometry (same formula, charge and spin) is 3.549 eV. Its net charge is +1.

Cartesian coordinates (Å):
C -1.340 -0.799 0.567
C 1.077 -1.546 0.313
C -1.622 0.033 -0.855
C 0.716 1.721 -0.164
C -2.290 -0.739 -2.010
C 2.098 2.399 -0.658
C 0.498 -0.845 2.481
N 0.083 -0.915 1.062
P 0.009 0.697 -1.515
H -1.891 -0.245 1.316
H -1.696 -1.845 0.325
H 1.181 -2.698 0.180
H 1.910 -1.043 0.864
H -2.192 0.990 -0.551
H 0.089 2.570 -0.263
H -1.646 -1.607 -2.416
H -2.541 -0.110 -2.911
H -3.309 -1.084 -1.914
H 2.928 2.227 0.096
H 1.934 3.405 -0.896
H 2.416 1.769 -1.521
H 0.469 -1.793 3.006
H 1.483 -0.523 2.441
H 0.005 -0.067 2.991
H 0.942 1.231 0.736
H 0.689 -1.183 -0.704



# 2
A molecular structure, C15H24F4N2SiTi. Source: the OMol25 dataset; level of theory: ωB97M-V with the def2-TZVPD basis set.

The total energy comes out at -60780.69741 eV. The expectation value of S² is 0.78. The HOMO-LUMO gap (spin up / spin down) is 8.1 / 8.0 eV. The calculation puts the HOMO energy (spin up / spin down) at -0.4212 / -0.4142 Ha. Its net charge is +1. As for the spin multiplicity: 2.

Cartesian coordinates (Å):
Ti -0.522 0.185 -0.644
C -1.011 -1.953 -2.353
C 0.189 -2.309 -1.465
N -0.016 -1.814 -0.092
C -1.054 -2.538 0.680
C -0.813 -4.032 0.842
C 1.211 -1.528 0.688
C 0.904 -0.485 1.767
N 0.001 0.510 1.191
C -0.780 1.315 2.005
C -1.844 1.967 1.388
F -1.981 1.699 0.024
C -2.785 2.724 2.042
F -3.784 3.268 1.350
C -2.676 2.909 3.405
C -1.619 2.296 4.051
F -1.479 2.448 5.364
C -0.691 1.514 3.383
F 0.317 0.967 4.079
H -0.794 -2.246 -3.379
H -1.283 -0.883 -2.446
H -1.912 -2.486 -2.053
H 1.102 -1.859 -1.858
H 0.321 -3.392 -1.508
H -2.022 -2.370 0.202
H -1.109 -2.066 1.659
H -0.912 -4.576 -0.097
H -1.556 -4.432 1.530
H 0.172 -4.240 1.262
H 1.957 -1.139 -0.008
H 1.626 -2.422 1.161
H 1.849 -0.048 2.098
H 0.461 -0.964 2.643
H -3.389 3.513 3.946
C 2.093 0.280 -3.366
Si 1.371 1.390 -2.024
C 0.579 2.898 -2.820
C 2.740 1.925 -0.858
H 2.795 0.861 -3.971
H 1.328 -0.110 -4.041
H 2.650 -0.561 -2.947
H 1.335 3.461 -3.375
H 0.154 3.570 -2.072
H -0.212 2.628 -3.522
H 3.501 2.484 -1.409
H 3.232 1.070 -0.388
H 2.355 2.569 -0.066



# 3
A molecular structure, C4H5Br at a distorted geometry. Source: the OMol25 dataset; level of theory: ωB97M-V with the def2-TZVPD basis set.

The total energy comes out at -74266.50601 eV. The HOMO-LUMO gap is 7.1 eV. The calculation puts the HOMO energy at -0.3219 Ha. Its energy relative to the best compared isomer or geometry (same formula, charge and spin) is 3.456 eV.

Cartesian coordinates (Å):
C 0.114 0.474 0.392
C -0.119 1.535 -0.352
C 0.569 -0.968 0.507
C -0.452 -0.397 1.272
Br -0.319 -1.366 -2.263
H -0.839 2.258 -0.219
H 0.505 1.872 -1.183
H 0.247 -1.440 -0.700
H 1.582 -1.335 0.585
H -1.287 -0.634 1.959



# 4
12 unconnected molecules or ions with the total composition C18H40F5N11O25 at a distorted geometry. Source: the OMol25 dataset; level of theory: ωB97M-V with the def2-TZVPD basis set.

The total energy comes out at -100447.07403 eV. The HOMO-LUMO gap is 10.4 eV. The calculation puts the HOMO energy at -0.3984 Ha.

Cartesian coordinates (Å):
O -4.136 3.802 -1.065
C -3.509 2.735 -0.888
O -3.024 1.998 -2.014
C -2.488 0.771 -1.425
C -1.066 0.263 -1.937
F -1.158 0.235 -3.389
F -0.780 -1.097 -1.573
C 0.176 1.263 -1.599
F 1.177 0.579 -0.839
F 0.798 1.664 -2.846
C -2.838 0.819 0.126
C -1.873 0.152 1.210
C -0.792 1.206 1.812
F 0.277 0.414 2.401
O -3.277 2.183 0.427
H -3.194 -0.017 -1.890
H -0.158 2.242 -1.101
H -3.790 0.168 0.185
H -2.530 -0.179 2.102
H -1.314 -0.777 0.863
H -0.406 1.916 0.996
H -1.231 1.865 2.629
C -1.821 5.515 2.744
N -0.919 4.433 3.219
O -0.255 3.844 2.379
O -0.907 4.211 4.419
H -1.728 5.600 1.662
H -2.838 5.242 3.023
H -1.512 6.437 3.230
C 1.507 -1.211 -4.200
N 2.899 -1.216 -4.723
O 3.721 -0.529 -4.138
O 3.117 -1.911 -5.703
H 1.454 -0.557 -3.334
H 0.860 -0.847 -4.997
H 1.257 -2.235 -3.923
C 3.219 -3.943 -1.744
N 1.927 -4.638 -1.985
O 0.926 -3.943 -2.090
O 1.959 -5.855 -2.060
H 3.037 -2.870 -1.701
H 3.615 -4.304 -0.798
H 3.883 -4.189 -2.572
C 6.857 -1.527 0.178
N 5.567 -2.226 -0.061
O 4.567 -1.537 -0.166
O 5.604 -3.448 -0.135
H 6.674 -0.455 0.220
H 7.254 -1.888 1.125
H 7.522 -1.773 -0.650
C 7.334 -4.934 3.224
N 7.976 -3.605 3.401
O 8.135 -3.206 4.542
O 8.299 -3.009 2.385
H 7.103 -5.345 4.204
H 6.425 -4.784 2.643
H 8.041 -5.572 2.694
C 5.707 0.280 3.885
N 5.353 0.950 2.606
O 6.063 0.723 1.637
O 4.379 1.679 2.619
H 6.592 -0.335 3.726
H 5.906 1.059 4.619
H 4.857 -0.334 4.179
C -2.442 -4.551 -1.073
N -3.655 -3.768 -0.718
O -3.513 -2.574 -0.519
O -4.709 -4.381 -0.653
H -1.584 -3.881 -1.094
H -2.312 -5.319 -0.311
H -2.611 -4.993 -2.054
C -7.045 0.766 -1.846
N -5.907 0.148 -1.117
O -5.734 0.486 0.044
O -5.225 -0.653 -1.734
H -7.559 1.454 -1.177
H -6.636 1.296 -2.705
H -7.711 -0.039 -2.158
C 1.137 4.189 -4.779
N 0.953 5.636 -5.068
O 0.455 6.324 -4.193
O 1.315 6.028 -6.165
H 0.773 3.983 -3.775
H 0.564 3.631 -5.519
H 2.201 3.971 -4.856
C -7.883 -5.533 -0.934
N -8.763 -6.410 -1.750
O -9.715 -5.887 -2.308
O -8.467 -7.592 -1.803
H -8.264 -4.515 -0.978
H -7.902 -5.909 0.088
H -6.881 -5.589 -1.357
C -0.955 7.673 7.037
N -1.211 7.661 5.573
O -0.489 8.349 4.871
O -2.129 6.960 5.180
H -0.115 8.335 7.241
H -1.859 8.034 7.525
H -0.724 6.651 7.338



# 5
A molecular structure, C3H3AgO3 at a distorted geometry. Source: the OMol25 dataset; level of theory: ωB97M-V with the def2-TZVPD basis set.

The total energy comes out at -13296.45380 eV. The expectation value of S² is 2.03. The HOMO-LUMO gap (spin up / spin down) is 6.0 / 6.0 eV. The calculation puts the HOMO energy (spin up / spin down) at -0.2014 / -0.3567 Ha. Its energy relative to the best compared isomer or geometry (same formula, charge and spin) is 0.021 eV. As for the spin multiplicity: 3.

Cartesian coordinates (Å):
C 0.341 0.469 1.711
C 0.501 0.902 0.453
O 0.315 0.181 -0.659
Ag 1.036 0.135 -2.566
H -0.019 -0.537 1.931
H 0.486 1.168 2.535
H 0.797 1.945 0.268
O -0.689 -1.342 -2.286
C -1.079 -1.263 -1.152
O -1.688 -1.658 -0.235



# 6
17 unconnected molecules or ions with the total composition C5H44O16 at a distorted geometry. Source: the OMol25 dataset; level of theory: ωB97M-V with the def2-TZVPD basis set.

The total energy comes out at -38657.46752 eV. The HOMO-LUMO gap is 10.5 eV. The calculation puts the HOMO energy at -0.3825 Ha. Its energy relative to the best compared isomer or geometry (same formula, charge and spin) is 2.654 eV.

Cartesian coordinates (Å):
C 3.963 1.046 0.039
C 3.262 1.788 1.233
C 2.193 0.865 1.955
C 0.812 0.850 1.391
C 0.077 2.191 1.612
H 4.566 1.759 -0.450
H 3.069 0.672 -0.522
H 4.509 0.240 0.254
H 2.549 2.672 0.730
H 3.850 2.106 1.986
H 2.635 -0.191 2.016
H 2.212 1.131 3.041
H 1.016 0.642 0.288
H 0.335 0.002 1.796
H 0.103 2.543 2.588
H 0.483 2.853 0.843
H -0.958 1.996 1.257
H -3.213 2.856 -2.355
H -4.087 1.645 -2.140
O -3.631 2.155 -2.752
H -3.050 -2.660 -1.126
H -2.689 -1.960 0.157
O -2.459 -2.672 -0.398
H -2.142 0.715 -4.034
H -2.808 0.078 -2.782
O -2.082 -0.024 -3.484
H -3.086 1.459 3.562
H -3.703 1.914 2.229
O -3.659 1.164 2.853
H -0.649 3.818 -2.722
H -0.267 2.768 -1.567
O -1.043 3.328 -1.947
H 1.393 -3.874 2.291
H 2.867 -3.518 1.952
O 1.906 -3.177 1.867
H 0.027 -4.067 1.229
H -1.406 -4.618 0.921
O -0.766 -4.579 1.617
H 1.759 2.173 -1.064
H 1.407 1.038 -1.784
O 1.260 2.010 -1.827
H -0.970 -0.566 -2.581
H -0.994 -1.422 -1.209
O -0.382 -0.893 -1.773
H -0.499 -2.827 3.505
H 0.742 -1.996 4.087
O -0.274 -2.102 4.146
H 0.401 -2.214 -2.628
H 0.620 -3.633 -3.099
O 1.072 -2.757 -3.023
H 2.278 -1.046 -3.073
H 3.482 -1.823 -2.851
O 3.201 -0.913 -2.703
H -1.797 3.602 -0.633
H -1.786 4.097 0.825
O -2.249 3.685 0.158
H -2.583 1.170 -1.043
H -2.982 -0.036 -0.100
O -3.123 0.317 -0.948
H -2.555 0.239 2.086
H -2.039 -1.247 2.251
O -2.293 -0.541 1.530
H 2.103 -3.182 -0.647
H 3.037 -1.998 -0.598
O 3.034 -3.054 -0.430



- Among the records above, which one has the highest total energy?
  C3H3AgO3



- What is the total energy in the fourth record?
  -100447.07403 eV